Entry 1:
DFT (ωB97M-V with the def2-TZVPD basis set) results for 2 unconnected molecules or ions with the total composition C3H11N3S.

Last column: Mulliken charge in e.
Positions of all 18 atoms, in Å:
N  0.990  0.359  -1.598  -0.69
C  0.500  1.497  -1.299  0.53
N  1.172  2.556  -0.716  -0.44
N  -0.861  1.711  -1.461  -0.45
H  1.966  0.299  -1.325  0.20
H  2.174  2.537  -0.806  0.22
H  0.794  3.480  -0.849  0.20
H  -1.144  2.667  -1.604  0.20
H  -1.255  1.064  -2.126  0.26
C  -0.860  -2.698  1.058  -0.93
C  0.051  -1.624  1.625  -0.40
S  -0.805  -0.079  2.080  -0.22
H  -1.340  -2.339  0.148  0.27
H  -1.634  -2.970  1.771  0.30
H  -0.270  -3.583  0.813  0.30
H  0.550  -1.955  2.535  0.33
H  0.829  -1.353  0.913  0.25
H  -0.858  0.432  0.842  0.07

Atoms 1-6, force components in eV/Å:
0.045 -0.120 0.159
-0.018 -0.040 -0.004
0.113 0.193 0.027
0.107 0.124 -0.113
0.018 0.006 -0.116
-0.015 -0.091 0.020

Calculated values
- Charge: 0
- Structure (SMILES): N=C(N)N.CCS
- HOMO-LUMO gap: 0.339 Eh
- ΔE to the lowest compared entry with this formula, charge and spin: 0.000 eV
- Energy: -683.36545 hartree
- Max |F|: 0.0046 hartree/bohr

---

Entry 2:
DFT (ωB97M-V with the def2-TZVPD basis set) results for a molecular structure, C23H13Cl7IN2O4PSe2Ti.

Last column: Mulliken charge in e.
Positions of all 54 atoms, in Å:
Ti  1.308  0.761  0.195  0.28
Cl  5.660  -0.985  5.133  -0.25
C  4.216  -0.536  4.278  0.29
C  3.061  -0.220  4.972  0.36
Cl  3.045  -0.265  6.708  -0.26
C  1.898  0.136  4.274  -0.15
Cl  0.447  0.573  5.109  -0.22
C  1.880  0.153  2.885  0.03
O  0.870  0.527  2.145  -0.26
C  3.072  -0.164  2.172  0.49
O  3.005  -0.033  0.869  -0.94
C  4.220  -0.495  2.877  0.19
Cl  5.659  -0.848  1.974  -0.25
Se  1.921  0.482  -2.004  -0.77
P  -1.318  0.171  -0.241  0.88
Se  -2.523  0.124  1.557  -0.69
C  -2.041  1.441  -1.383  0.71
C  -1.590  1.556  -2.696  -0.12
C  -2.087  2.545  -3.533  -0.92
C  -3.036  3.445  -3.067  -0.41
C  -3.483  3.343  -1.757  -0.59
C  -2.990  2.348  -0.924  -0.30
C  -1.732  -1.364  -1.212  0.62
C  -1.040  -1.691  -2.377  0.00
C  -1.348  -2.844  -3.089  -0.85
C  -2.350  -3.695  -2.647  -0.46
C  -3.049  -3.375  -1.491  -0.57
C  -2.745  -2.219  -0.785  -0.51
H  -0.818  0.893  -3.065  0.13
H  -1.715  2.621  -4.549  0.38
H  -3.416  4.226  -3.717  0.35
H  -4.214  4.047  -1.376  0.37
H  -3.331  2.263  0.101  0.26
H  -0.238  -1.049  -2.721  -0.16
H  -0.790  -3.078  -3.990  0.40
H  -2.582  -4.602  -3.194  0.35
H  -3.829  -4.035  -1.128  0.39
H  -3.274  -1.971  0.128  0.30
Cl  2.319  5.485  1.449  -0.16
C  1.019  4.793  0.459  0.64
Cl  -0.540  5.326  1.103  -0.14
Cl  1.191  5.360  -1.221  -0.16
C  1.104  3.256  0.423  0.33
O  2.220  2.704  0.520  -0.42
O  0.060  2.606  0.245  -0.23
I  -0.386  -5.490  1.434  0.03
C  0.475  -3.767  0.705  -0.78
C  1.385  -3.675  -0.326  -0.28
N  1.640  -2.370  -0.478  -0.06
N  0.943  -1.618  0.371  0.69
C  0.234  -2.447  1.118  -0.50
H  1.840  -4.429  -0.944  0.45
H  2.202  -1.864  -1.163  -0.08
H  -0.431  -2.056  1.874  0.58

Atoms 1-6, force components in eV/Å:
-0.478 -0.913 -0.129
0.007 -0.001 0.000
-0.034 -0.004 0.004
0.027 -0.017 -0.009
-0.004 0.001 0.009
-0.105 -0.139 -0.009

Calculated values
- Charge: -2
- HOMO-LUMO gap: 0.197 Eh
- ΔE to the lowest compared entry with this formula, charge and spin: 1.360 eV
- Energy: -10807.76489 hartree
- Max |F|: 0.0202 hartree/bohr